{"formula": "C7H13INO", "method": "ωB97M-V/def2-TZVPD", "elements": ["C", "C", "C", "C", "C", "C", "C", "N", "O", "I", "H", "H", "H", "H", "H", "H", "H", "H", "H", "H", "H", "H", "H"], "positions_angstrom": [[1.636, -0.361, -0.924], [-3.112, 1.410, -0.593], [0.344, -1.417, 1.747], [0.583, -0.001, -0.150], [-2.793, 0.531, -1.523], [2.838, -1.171, -0.322], [-0.439, 0.852, 1.791], [0.189, -0.265, 1.153], [1.717, -0.001, -2.152], [-1.757, 0.867, -3.337], [-2.868, 2.471, -0.605], [-3.699, 1.165, 0.289], [0.088, -1.489, 2.804], [0.490, -2.292, 1.289], [-0.021, 0.792, -0.591], [-3.269, -0.376, -1.472], [3.587, -0.734, -0.921], [2.677, -2.258, -0.365], [2.990, -0.925, 0.741], [-1.512, 0.844, 1.748], [-0.193, 0.796, 2.897], [0.045, 1.644, 1.168], [2.479, -0.081, -2.673]], "mulliken_charge": [0.34, -0.74, -0.26, -0.26, -0.44, -1.32, -0.79, 0.19, -0.35, 0.09, 0.32, 0.32, 0.25, 0.39, 0.27, 0.47, 0.47, 0.31, 0.36, 0.26, 0.38, 0.35, 0.37], "max_force_ev_per_a": 5.0, "lumo_ev": -4.780, "homo_energy_ev": -11.99, "total_charge": 1, "energy_ha": -701.83858, "homo_lumo_gap_ev": 7.21, "de_lowest_kj_mol": 310.5}

{"formula": "C7H13N", "method": "ωB97M-V/def2-TZVPD", "elements": ["C", "C", "C", "C", "C", "C", "N", "C", "H", "H", "H", "H", "H", "H", "H", "H", "H", "H", "H", "H", "H"], "positions_angstrom": [[-1.919, -1.550, 0.094], [-1.140, -0.362, -0.523], [-1.387, 1.096, 0.050], [0.055, 1.788, 0.326], [0.858, 0.913, -0.649], [0.313, -0.416, -0.211], [1.655, -0.339, -0.696], [2.669, -0.719, 0.275], [-3.009, -1.576, -0.165], [-1.736, -1.640, 1.158], [-1.440, -2.433, -0.283], [-1.362, -0.289, -1.637], [-1.823, 1.727, -0.723], [-2.021, 1.156, 0.923], [0.004, 2.826, -0.046], [0.376, 1.702, 1.379], [0.609, 1.147, -1.700], [0.410, -0.502, 0.873], [2.364, -0.532, 1.298], [3.619, -0.186, 0.164], [2.905, -1.812, 0.093]], "mulliken_charge": [-1.54, 0.54, -0.75, -0.62, -0.30, -0.15, -0.27, -0.81, 0.36, 0.34, 0.39, 0.29, 0.31, 0.37, 0.31, 0.27, 0.23, 0.11, 0.34, 0.29, 0.27], "max_force_ev_per_a": 1.9, "lumo_ev": 1.149, "homo_energy_ev": -8.21, "energy_ha": -329.12352, "homo_lumo_gap_ev": 9.36, "de_lowest_kj_mol": 388.4, "smiles": "C[C@H]1CC[C@@H]2[C@@H]1N2C"}

{"formula": "C7H13N", "method": "ωB97M-V/def2-TZVPD", "elements": ["C", "C", "N", "C", "C", "C", "C", "C", "H", "H", "H", "H", "H", "H", "H", "H", "H", "H", "H", "H", "H"], "positions_angstrom": [[3.277, 0.816, -0.155], [2.562, -0.505, 0.412], [0.023, -0.128, -1.526], [0.108, -0.154, 0.034], [1.246, -0.079, 0.963], [-3.775, 0.210, 0.285], [-2.367, 0.153, -0.260], [-1.277, -0.331, 0.440], [4.308, 0.639, -0.547], [2.637, 1.165, -0.970], [3.318, 1.609, 0.579], [3.284, -0.929, 1.124], [2.377, -1.286, -0.384], [0.855, -0.617, -1.004], [-0.687, -0.863, -1.856], [1.158, 0.092, 2.068], [-4.461, -0.090, -0.496], [-4.062, 1.199, 0.621], [-3.916, -0.545, 1.069], [-2.184, 0.643, -1.251], [-1.432, -0.787, 1.418]], "mulliken_charge": [-0.95, -0.67, -0.72, 0.59, -0.42, -1.17, -0.01, -0.79, 0.32, 0.30, 0.33, 0.33, 0.36, 0.23, 0.31, 0.34, 0.33, 0.28, 0.32, 0.39, 0.30], "max_force_ev_per_a": 4.5, "lumo_ev": 0.539, "homo_energy_ev": -7.85, "energy_ha": -329.10072, "homo_lumo_gap_ev": 8.39, "de_lowest_kj_mol": 448.3}

{"formula": "C7H13N", "method": "ωB97M-V/def2-TZVPD", "elements": ["C", "C", "C", "C", "C", "C", "C", "N", "H", "H", "H", "H", "H", "H", "H", "H", "H", "H", "H", "H", "H"], "positions_angstrom": [[-0.849, 0.631, -2.459], [-0.796, 1.131, -1.236], [-0.797, 0.300, -0.008], [-1.896, 0.325, 0.774], [0.527, -0.262, 0.475], [1.768, 0.265, -0.218], [0.660, -0.311, 1.986], [0.119, -1.600, -0.221], [-0.869, -0.434, -2.628], [-0.927, 1.260, -3.331], [-0.786, 2.203, -1.074], [-1.971, -0.216, 1.700], [-2.806, 0.781, 0.416], [1.982, 1.270, 0.141], [2.615, -0.385, -0.003], [1.652, 0.285, -1.301], [1.677, -0.578, 2.282], [-0.012, -1.049, 2.419], [0.381, 0.664, 2.403], [-0.631, -2.122, 0.217], [0.958, -2.159, -0.334]], "mulliken_charge": [-0.70, -0.66, 0.29, -1.21, 1.86, -1.65, -1.64, -0.65, 0.30, 0.31, 0.33, 0.26, 0.35, 0.35, 0.41, 0.49, 0.39, 0.33, 0.36, 0.26, 0.23], "max_force_ev_per_a": 3.6, "lumo_ev": 1.010, "homo_energy_ev": -8.66, "energy_ha": -329.20078, "homo_lumo_gap_ev": 9.67, "de_lowest_kj_mol": 185.6, "smiles": "C=CC(=C)C(C)(C)N"}

{"formula": "C7H13N", "method": "ωB97M-V/def2-TZVPD", "elements": ["C", "C", "C", "C", "N", "C", "C", "C", "H", "H", "H", "H", "H", "H", "H", "H", "H", "H", "H", "H", "H"], "positions_angstrom": [[0.423, 1.082, -3.620], [0.269, 0.810, -2.129], [-0.793, 0.259, -1.550], [-0.690, -0.006, -0.029], [-1.831, 0.318, 0.728], [0.422, -0.550, 0.480], [0.768, -1.189, 1.859], [0.499, -0.524, 3.243], [-0.234, 1.897, -3.952], [0.141, 0.018, -4.059], [1.450, 1.437, -3.934], [1.041, 0.988, -1.409], [-1.804, 0.056, -2.123], [-1.996, 0.142, 1.617], [-2.509, 0.882, 0.434], [1.335, -0.722, -0.125], [0.072, -2.107, 1.833], [1.790, -1.490, 1.906], [-0.124, 0.314, 3.324], [0.221, -1.425, 3.908], [1.550, -0.190, 3.597]], "mulliken_charge": [-0.99, -0.16, -0.48, 0.79, -0.39, -0.54, -0.75, -0.94, 0.25, 0.25, 0.28, 0.39, 0.26, 0.10, 0.15, 0.24, 0.24, 0.41, 0.40, 0.23, 0.24], "max_force_ev_per_a": 5.2, "lumo_ev": 1.092, "homo_energy_ev": -7.59, "energy_ha": -329.16580, "homo_lumo_gap_ev": 8.68, "de_lowest_kj_mol": 277.4, "smiles": "C/C=C/C(N)=C/CC"}

{"formula": "C7H13N", "method": "ωB97M-V/def2-TZVPD", "elements": ["C", "C", "C", "C", "N", "H", "H", "H", "H", "H", "H", "H", "C", "C", "C", "H", "H", "H", "H", "H", "H"], "positions_angstrom": [[2.850, 0.773, -1.114], [1.619, 0.440, -0.244], [0.627, -0.224, -1.139], [-0.335, -1.101, -1.459], [-0.140, 0.242, -2.273], [3.613, 1.317, -0.548], [2.466, 1.397, -1.861], [3.338, -0.163, -1.487], [1.292, 1.376, 0.294], [1.919, -0.392, 0.438], [-0.790, -2.021, -1.632], [-0.844, 1.076, -2.118], [-2.681, -0.861, 0.550], [-1.854, 0.037, 1.110], [-0.944, -0.138, 2.269], [-3.375, -0.492, -0.151], [-2.758, -1.917, 0.698], [-1.816, 1.167, 0.940], [-0.341, -1.050, 2.177], [-1.614, -0.293, 3.097], [-0.234, 0.826, 2.452]], "mulliken_charge": [-1.33, 0.08, 0.16, -0.47, -0.56, 0.37, 0.38, 0.31, 0.24, 0.21, 0.41, 0.20, -1.00, 0.28, -0.95, 0.30, 0.33, 0.23, 0.23, 0.36, 0.22], "max_force_ev_per_a": 5.8, "lumo_ev": 0.908, "homo_energy_ev": -7.37, "energy_ha": -329.06231, "homo_lumo_gap_ev": 8.28, "de_lowest_kj_mol": 549.1, "smiles": "CCC1=CN1.C=CC"}